No. 1
The following is a DFT calculation (ωB97M-V with the def2-TZVPD basis set) of C29H49IrNP2 as an isolated structure.

Values from the calculation:
* total charge: +1
* multiplicity: 5
* LUMO (alpha / beta): -2.079 / -4.224 eV
* HOMO (alpha / beta): -7.9722 / -9.5369 eV

XYZ file:
```
82
C29H49IrNP2 (ωB97M-V with the def2-TZVPD basis set)
Ir -0.60917 -2.28208 -2.56499
C -0.42926 -1.83264 1.35824
C 0.85034 -1.89844 0.81956
C 0.83730 -0.38906 2.62720
C -0.44526 -0.84204 2.41067
C 1.74168 -0.85418 1.50372
C -1.61157 -2.66422 1.01468
H -1.53263 -3.09151 -0.00151
H -2.53080 -2.06838 1.06137
H -1.73322 -3.50706 1.71955
C -1.62677 -0.36919 3.17858
H -2.55128 -0.84477 2.83943
H -1.73879 0.72087 3.04692
H -1.51224 -0.57440 4.25377
C 1.28594 0.30630 3.84825
H 0.87648 -0.21412 4.73054
H 0.92181 1.34278 3.89667
H 2.37746 0.32096 3.95831
C 3.09008 -1.42049 1.93030
H 2.92879 -2.35111 2.49075
H 3.61040 -0.71484 2.58241
H 3.72127 -1.66794 1.07023
C 1.36302 -2.95727 -0.07571
H 1.39311 -3.92819 0.44621
H 2.37665 -2.74492 -0.43722
H 0.69639 -3.07288 -0.97029
C -1.21825 -0.01013 -2.95124
C -1.79391 -1.25671 -3.64923
C -1.48473 -1.50091 -5.11871
C -0.15008 -2.25292 -5.37477
C 0.55082 -2.64945 -4.09848
C 1.14432 -1.61398 -3.23646
C 1.23815 -0.16435 -3.69350
C -0.06237 0.66862 -3.68262
H -1.51251 -0.55150 -5.65876
H 0.51133 -1.65031 -6.00312
H -2.30303 -2.11931 -5.50375
H -0.37283 0.89562 -4.71058
H -2.06244 0.68769 -2.82465
H -2.85513 -1.39970 -3.40971
H 0.17044 1.64185 -3.22183
H 1.97381 0.33244 -3.04712
H 2.02508 -1.96548 -2.67752
H 1.66103 -0.12393 -4.70876
H -0.36505 -3.17567 -5.92357
H 1.07808 -3.61966 -4.08576
P -0.84844 -0.17475 -1.01214
C -2.40571 0.44650 -0.27327
C -1.60545 -3.94512 -2.22536
P 1.99174 0.71313 0.48404
C 0.42495 1.11029 -0.40742
C 3.29594 0.36028 -0.71440
C 2.52787 2.09421 1.51617
H -2.18501 0.87951 0.71310
H -3.14207 -0.35889 -0.15499
H -2.82490 1.22484 -0.92530
H -1.72014 -4.43195 -3.21210
H -2.60160 -3.68939 -1.82471
H -1.05357 -4.61021 -1.53966
H 3.06720 2.82902 0.89285
H 3.20423 1.74428 2.31453
H 1.66609 2.60760 1.97079
H -0.15245 1.71220 0.31946
H 0.62977 1.76382 -1.27822
H 4.27746 0.36817 -0.21639
H 3.29598 1.13589 -1.49655
H 3.14155 -0.62096 -1.18226
C -1.73051 3.95975 0.51700
C -1.29913 3.93817 1.92514
C -0.78114 5.07895 2.62767
C -0.55636 4.65614 3.94572
C -0.94760 3.27559 3.99579
C -0.96709 2.46762 5.22438
N -1.36082 2.86219 2.76003
H -2.27332 4.89247 0.31917
H -2.38527 3.11606 0.27701
H -0.86279 3.94766 -0.15808
H -0.64137 6.05509 2.18109
H -0.18493 5.21043 4.80053
H 0.03268 2.44034 5.67906
H -1.30396 1.44324 5.04118
H -1.64423 2.92441 5.95863
```

No. 2
The following is a DFT calculation (ωB97M-V with the def2-TZVPD basis set) of C29H49N5NaO3PSi4 as an isolated structure.

Values from the calculation:
* total charge: -2
* LUMO: 3.849 eV
* HOMO: -0.6921 eV

XYZ file:
```
92
C29H49N5NaO3PSi4 (ωB97M-V with the def2-TZVPD basis set)
Na 2.17321 -1.55939 2.05909
O 5.80293 -0.32527 -0.25851
C 6.60029 -1.36964 -0.23323
C 7.69233 -1.46448 -1.13500
C 8.43896 -2.63018 -1.16490
C 8.12384 -3.69075 -0.32463
C 6.98052 -3.66562 0.47940
C 6.27849 -2.50279 0.64753
C 5.09956 -2.43126 1.50671
O 4.39198 -1.30416 1.39770
N 4.79751 -3.44024 2.36768
N 3.53997 -3.31923 2.78644
C 3.11156 -4.22123 3.67009
C 1.82914 -4.23775 4.23827
C 1.54760 -5.38240 4.97660
C 0.32819 -5.55691 5.66934
C -0.66522 -4.57090 5.64802
C -0.39554 -3.44844 4.93231
C 0.77074 -3.21127 4.18820
O 0.75125 -2.23034 3.30217
H 5.00892 -0.65662 0.49585
H 7.81294 -0.64254 -1.82448
H 9.36240 -2.60749 -1.72014
H 8.73589 -4.58095 -0.25722
H 6.75412 -4.52816 1.05951
H 3.73287 -5.06571 4.03193
H 2.24653 -6.19226 4.96798
H 0.13055 -6.41000 6.30523
H -1.51108 -4.69489 6.32429
H -1.13454 -2.71322 4.94644
C -6.42361 -1.13849 1.53527
N -5.85967 -1.98777 2.60723
C -4.96938 -2.99115 2.05084
N -3.92948 -2.48656 1.15797
C -4.58288 -1.59272 0.14956
N -5.37933 -0.47515 0.68976
C -4.55288 0.46593 1.42859
P -3.57351 -0.27001 2.83499
C -5.14207 -1.08174 3.58799
C -2.86115 -1.82522 1.95225
H -7.01590 -0.37405 2.09832
H -7.10632 -1.73338 0.90413
H -5.52976 -3.70551 1.44878
H -4.47725 -3.52351 2.84344
H -5.27282 -2.17792 -0.49240
H -3.79435 -1.21394 -0.51524
H -5.19458 1.31952 1.76229
H -3.81430 0.88663 0.71803
H -5.85101 -0.29593 3.99257
H -4.71391 -1.70930 4.35123
H -2.52188 -2.47668 2.74213
H -2.07537 -1.37691 1.28151
C 0.15538 5.34481 -0.40708
Si 0.63775 3.50915 -0.59206
C 0.10067 2.62085 1.02235
C 2.53983 3.37227 -0.76902
Si -0.49463 2.55479 -2.41688
Si 0.91826 2.14861 -4.34733
C 1.16773 3.79394 -5.17928
C 2.39655 1.14325 -3.84397
C 0.08417 0.95557 -5.52820
Si -2.46830 3.67106 -3.08741
C -3.63903 3.63777 -1.58571
C -3.31554 2.64818 -4.49949
C -2.42119 5.49668 -3.57756
H 0.13844 5.71574 0.62989
H -0.88581 5.34424 -0.72253
H 0.70221 6.04722 -1.11171
H -1.02017 2.37063 1.02137
H 0.28029 3.18896 1.95522
H 0.53553 1.63741 1.13897
H 2.98753 4.18939 -0.22444
H 2.92758 3.47513 -1.80445
H 2.91256 2.42351 -0.34633
H 1.98627 3.84515 -5.91216
H 1.18355 4.62379 -4.43353
H 0.19711 3.92501 -5.72612
H 2.90471 1.45289 -2.91251
H 3.16624 1.10145 -4.68320
H 2.22696 0.08898 -3.68699
H -0.85056 1.43360 -5.89795
H -0.29208 0.01723 -5.09657
H 0.73531 0.66610 -6.35284
H -4.61469 3.45449 -1.96791
H -3.48950 4.61406 -1.07970
H -3.36696 2.92250 -0.81599
H -3.08385 1.59704 -4.29645
H -2.94819 3.02055 -5.50745
H -4.41347 2.75123 -4.53579
H -3.39021 6.07727 -3.36940
H -2.23564 5.52536 -4.66016
H -1.64929 6.01211 -3.00156
```

no.,maximum force (eV/A)
1,5.82
2,3.90